(1)
DFT (ωB97M-V with the def2-TZVPD basis set) results for 9 unconnected molecules or ions with the total composition C4H28N2O9.

CARTESIAN COORDINATES (ANGSTROEM)
N -0.872 -2.913 0.630
C -0.264 -2.399 -0.598
C 1.142 -1.805 -0.440
C 1.260 -0.734 0.643
N 0.355 0.412 0.508
C 2.707 -0.191 0.716
O 2.904 1.063 0.037
H -1.570 -2.283 0.990
H -0.204 -3.040 1.379
H -0.914 -1.648 -1.054
H -0.206 -3.249 -1.285
H 1.452 -1.424 -1.413
H 1.820 -2.628 -0.187
H 1.030 -1.172 1.610
H -0.602 0.124 0.658
H 0.359 0.786 -0.432
H 2.983 -0.082 1.768
H 3.417 -0.856 0.228
H 2.367 1.734 0.469
O -0.615 1.936 3.298
H -0.305 2.032 2.392
H -1.600 1.939 3.232
O 2.251 0.941 -2.568
H 2.863 1.565 -2.966
H 2.499 0.928 -1.600
O -0.366 1.613 -3.175
H -0.390 1.678 -4.142
H 0.533 1.243 -2.980
O -3.771 0.697 0.343
H -3.287 1.151 -0.376
H -4.699 0.703 0.127
O -2.586 1.996 -1.659
H -1.826 1.755 -2.236
H -2.562 2.956 -1.643
O 3.287 -1.443 -3.531
H 2.888 -0.634 -3.156
H 2.639 -1.837 -4.114
O -3.233 1.182 3.012
H -3.476 1.071 2.063
H -2.873 0.304 3.243
O -0.974 -0.724 3.791
H -0.707 0.222 3.705
H -0.851 -0.975 4.712

The value obtained for the HOMO energy is -9.07 eV. Its total energy is -955.9044 Ha. As for the SMILES: NCC[C@H](N)CO.O.O.O.O.O.O.O.O. As for the multiplicity: 1. Its energy relative to the best compared isomer or geometry (same formula, charge and spin) is 59.3 kJ/mol.


(2)
DFT (ωB97M-V with the def2-TZVPD basis set) results for 11 unconnected molecules or ions with the total composition C4H29NO11 at a distorted geometry.

CARTESIAN COORDINATES (ANGSTROEM)
C -2.795 0.695 2.429
N -2.836 -0.590 1.736
C -1.744 -0.798 0.792
C -1.938 -2.148 0.119
C -0.742 -2.525 -0.716
O -0.466 -1.764 -1.621
H -3.309 0.585 3.382
H -3.479 1.435 1.980
H -1.857 1.225 2.390
H -3.752 -0.787 1.359
H -0.871 -0.879 1.437
H -1.650 -0.007 0.062
H -2.299 -2.881 0.840
H -2.737 -2.099 -0.630
H -0.193 -3.475 -0.696
O 0.227 2.416 -3.459
H 0.831 3.009 -3.020
H -0.672 2.498 -3.119
O 3.871 -3.287 1.227
H 3.631 -3.882 0.509
H 3.156 -3.396 1.861
O 1.589 0.013 -3.075
H 1.719 0.934 -3.329
H 0.656 -0.122 -3.261
O 1.984 0.520 -0.474
H 2.712 0.194 0.082
H 2.065 0.046 -1.326
O 4.601 -0.453 0.963
H 4.498 -1.403 0.807
H 5.080 -0.091 0.213
O 0.357 1.959 0.970
H 1.051 2.484 1.381
H 0.727 1.410 0.242
O 0.996 1.368 3.560
H 0.617 1.194 2.675
H 1.542 0.595 3.702
O -3.022 1.851 -0.357
H -3.338 2.494 0.285
H -2.114 1.626 -0.132
O 2.231 -2.363 -0.713
H 2.108 -1.679 -0.051
H 1.521 -2.349 -1.361
O -2.343 3.022 -2.746
H -3.024 2.450 -3.123
H -2.587 2.956 -1.796

The value obtained for the HOMO energy is -8.89 eV. Its total energy is -1052.1634 Ha. As for the SMILES: CNCCC=O.O.O.O.O.O.O.O.O.O.O. As for the multiplicity: 1. Its energy relative to the best compared isomer or geometry (same formula, charge and spin) is 246.1 kJ/mol.


(3)
DFT (ωB97M-V with the def2-TZVPD basis set) results for 10 unconnected molecules or ions with the total composition C4H29NO9S2 at a distorted geometry.

CARTESIAN COORDINATES (ANGSTROEM)
C -0.221 -2.555 -0.577
C -0.161 -1.634 -1.787
N 0.688 -0.438 -1.701
C 0.342 0.330 -0.499
C 0.676 1.805 -0.835
S 2.495 1.951 -0.682
O 2.662 1.642 1.022
H 0.677 -3.180 -0.612
H -1.158 -3.191 -0.734
H -0.289 -2.039 0.344
H -1.235 -1.348 -2.031
H 0.293 -2.121 -2.741
H 1.606 -0.804 -1.931
H -0.798 0.335 -0.352
H 0.708 -0.085 0.467
H 0.722 2.032 -1.910
H 0.282 2.680 -0.280
H 2.722 2.565 1.415
O -1.385 3.274 -2.318
H -1.534 2.330 -2.491
H -0.538 3.252 -1.857
O -0.140 -1.898 3.202
H -0.114 -1.897 4.157
H -0.957 -1.529 2.884
O 2.297 -2.121 1.825
H 1.432 -2.410 2.147
H 2.253 -1.193 1.662
O -1.753 0.709 -3.211
H -1.885 0.498 -4.143
H -0.941 0.174 -3.059
O -1.966 -1.212 1.277
H -2.252 -0.494 0.683
H -2.625 -1.888 1.171
O 1.097 1.397 3.188
H 1.332 1.404 2.281
H 1.291 0.512 3.454
O 3.879 -1.907 -0.691
H 3.882 -2.446 0.102
H 3.981 -1.023 -0.343
O -3.022 0.345 -0.812
H -3.790 0.917 -0.772
H -2.680 0.549 -1.721
S -2.343 2.895 2.749
H -1.165 2.242 2.465
H -2.369 3.573 1.595

The value obtained for the HOMO energy is -9.38 eV. Its total energy is -1698.0127 Ha. As for the SMILES: CCNCCSO.O.O.O.O.O.O.O.O.S. As for the multiplicity: 1. Its energy relative to the best compared isomer or geometry (same formula, charge and spin) is 103.7 kJ/mol.


(4)
DFT (ωB97M-V with the def2-TZVPD basis set) results for a molecular structure, C4H2BrFS at a distorted geometry.

CARTESIAN COORDINATES (ANGSTROEM)
C 1.081 -0.386 0.190
C 0.928 1.001 -0.030
C 0.002 -1.132 0.004
C -1.498 0.304 -0.465
F -0.365 -2.363 -0.089
S -0.609 1.688 -0.090
Br -3.213 0.209 0.183
H 1.954 -0.915 0.447
H 1.720 1.595 -0.151

The value obtained for the HOMO energy (spin up / spin down) is -7.73 / -7.72 eV. Its total energy is -3225.4990 Ha. As for the multiplicity: 1. Its energy relative to the best compared isomer or geometry (same formula, charge and spin) is 420.3 kJ/mol.


(5)
DFT (ωB97M-V with the def2-TZVPD basis set) results for a gas-phase ion, C4H2BrO2 (charge -1) at a distorted geometry.

CARTESIAN COORDINATES (ANGSTROEM)
C -0.840 -1.199 -0.465
C -0.230 -0.116 -0.308
C 0.399 1.117 -0.462
Br -0.580 2.548 -1.397
C 1.862 0.711 -1.528
O 1.521 -0.012 -2.420
O 2.807 1.304 -1.107
H -1.266 -2.138 -0.222
H 0.912 1.604 0.362

The value obtained for the HOMO energy is -3.71 eV. Its total energy is -2878.1004 Ha. As for the SMILES: C#C[C@H](Br)C(=O)[O-]. As for the multiplicity: 1. The charge is -1. Its energy relative to the best compared isomer or geometry (same formula, charge and spin) is 45.2 kJ/mol.


(6)
DFT (ωB97M-V with the def2-TZVPD basis set) results for C4H2Cl2F2 in the gas phase at a distorted geometry.

CARTESIAN COORDINATES (ANGSTROEM)
F 2.957 -0.442 0.539
C 1.765 -0.467 -0.087
C 0.720 0.345 0.335
Cl 0.846 1.720 1.302
C -0.528 0.028 -0.362
F -0.181 -0.743 -1.409
C -1.862 0.200 0.007
Cl -2.638 1.177 1.087
H 1.419 -1.473 -0.772
H -2.498 -0.345 -0.639

The value obtained for the HOMO energy is -8.81 eV. Its total energy is -1273.6322 Ha. As for the SMILES: F/C=C(Cl)/C(F)=C\Cl. As for the multiplicity: 1. Its energy relative to the best compared isomer or geometry (same formula, charge and spin) is 145.7 kJ/mol.


(7)
DFT (ωB97M-V with the def2-TZVPD basis set) results for 2 unconnected molecules or ions with the total composition C4H2Cl2N2O6S at a distorted geometry.

CARTESIAN COORDINATES (ANGSTROEM)
C 0.905 -0.756 -0.953
C -0.029 -0.047 -1.800
C 1.377 -0.167 0.125
C -1.359 -0.034 -1.484
N 2.175 -0.906 1.077
N -1.853 -0.655 -0.265
O 2.387 -0.434 2.157
O 2.763 -1.852 0.611
O -1.177 -1.482 0.309
O -2.919 -0.179 0.143
O -0.733 3.385 2.600
O -0.773 1.055 1.451
S -0.785 1.931 2.629
Cl 0.638 0.577 -3.189
Cl -2.548 0.691 -2.485
H 1.149 -1.794 -1.316
H 0.783 0.669 0.389

The value obtained for the HOMO energy is -10.43 eV. Its total energy is -2032.8693 Ha. As for the multiplicity: 1. Its energy relative to the best compared isomer or geometry (same formula, charge and spin) is 65.4 kJ/mol.


(8)
DFT (ωB97M-V with the def2-TZVPD basis set) results for 2 unconnected molecules or ions with the total composition C4H2Cl2O2 at a distorted geometry.

CARTESIAN COORDINATES (ANGSTROEM)
Cl -0.640 3.566 0.899
C -0.026 2.129 0.424
C 0.575 1.144 0.124
C 1.069 -0.041 -0.582
Cl 1.393 -1.412 0.756
H 2.171 0.095 -0.798
H 0.410 -0.620 -1.223
O -1.343 -1.570 -0.957
C -1.670 -1.626 0.130
O -1.938 -1.664 1.227

The value obtained for the HOMO energy is -10.19 eV. Its total energy is -1224.4247 Ha. As for the SMILES: ClC#CCCl.O=C=O. As for the multiplicity: 1. Its energy relative to the best compared isomer or geometry (same formula, charge and spin) is 129.5 kJ/mol.